C20H46N3O4 | wB97M-V/def2-TZVPD

DFT total energy in eV: -34138.807
F_max in eV Å⁻¹: 1.2
Charge: +1
Kohn-Sham gap in eV: 8.9008

```
73
Properties=species:S:1:pos:R:3:forces:R:3
C 3.7974 -0.7649 -1.5180 -0.3 0.5 0.2
C 3.9509 0.3425 -0.4720 0.3 -0.6 0.0
O 2.8847 0.2610 0.4807 -0.2 0.1 -0.2
C 2.1655 1.4281 0.7335 0.0 0.1 0.0
C 1.3235 1.8990 -0.4174 -0.5 -0.1 -0.1
N 1.7156 2.4609 -1.5715 0.2 0.1 0.0
C 0.6390 2.7601 -2.3546 -1.2 -0.2 0.2
C -0.4622 2.3669 -1.6560 0.9 0.3 -0.4
N -0.0142 1.8343 -0.4703 0.0 0.1 0.2
C -0.9523 1.2812 0.5126 -0.2 -0.3 0.4
C -1.6471 0.0330 -0.0073 0.1 -0.4 -0.2
N -0.8970 -1.1482 0.4467 0.1 0.4 -0.2
H 3.0350 -1.4524 -1.1678 0.0 -0.2 0.0
H 3.4624 -0.3523 -2.4657 0.0 -0.1 -0.2
H 4.7259 -1.3065 -1.6427 0.1 -0.1 -0.2
H 4.8867 0.2035 0.0634 0.0 0.1 0.2
H 4.0074 1.3262 -0.9318 -0.1 0.2 0.0
H 2.7775 2.2556 1.1005 0.2 0.1 -0.1
H 1.4731 1.1827 1.5296 0.0 0.0 0.2
H 2.6653 2.6477 -1.8435 0.1 0.0 0.1
H 0.6630 3.1931 -3.3354 0.3 0.0 -0.1
H -1.4989 2.4345 -1.9157 -0.2 0.0 0.0
H -0.4278 0.9692 1.4088 0.2 0.2 0.1
H -1.6529 2.0454 0.8327 -0.1 0.3 -0.2
H -1.7200 0.0441 -1.0983 -0.1 0.3 -0.1
H -2.6612 0.0152 0.3787 -0.1 -0.1 0.2
H -1.1530 -1.9511 -0.1160 -0.1 -0.2 0.1
H 0.0818 -0.9853 0.2212 0.1 -0.2 0.1
C 0.2006 -1.0767 -5.4168 0.0 0.1 -0.1
C -0.4691 0.1360 -4.7952 0.0 -0.1 0.0
O 0.0368 1.3760 -5.2607 0.1 0.1 0.2
C -0.1134 1.6190 -6.6548 0.0 0.1 -0.2
C -1.5583 1.6524 -7.1189 0.0 -0.1 0.1
H 1.2850 -1.0073 -5.3202 0.0 0.0 0.0
H -0.1381 -1.9876 -4.9233 0.0 0.0 0.0
H -0.0335 -1.1698 -6.4773 0.0 0.0 0.0
H -0.2868 0.1372 -3.7169 0.0 0.1 0.0
H -1.5551 0.0896 -4.9323 0.0 0.0 0.0
H 0.4620 0.8889 -7.2319 0.0 0.0 0.0
H 0.3480 2.5911 -6.8282 0.0 0.0 0.1
H -2.0319 0.6720 -7.0510 0.0 0.0 -0.1
H -1.6084 1.9716 -8.1591 0.0 0.0 0.0
H -2.1406 2.3473 -6.5120 0.0 0.0 0.0
C -2.5879 4.5085 4.8905 0.1 -0.2 0.0
C -3.6230 3.8603 3.9879 0.0 0.2 0.1
O -3.1595 2.6901 3.3301 0.1 -0.1 -0.2
C -2.7739 1.6205 4.1781 0.0 -0.1 0.1
C -3.8947 1.0863 5.0515 -0.1 0.1 0.0
H -1.6578 4.6796 4.3460 0.0 0.1 0.0
H -2.9587 5.4648 5.2580 0.0 0.0 0.0
H -2.3573 3.8886 5.7579 0.0 0.0 0.0
H -3.8938 4.5504 3.1889 0.0 -0.1 -0.1
H -4.5408 3.6463 4.5442 0.0 0.0 0.0
H -1.9119 1.9085 4.7906 0.0 0.0 0.0
H -2.4332 0.8281 3.5075 0.0 0.0 -0.1
H -4.2034 1.8122 5.8043 0.0 0.0 0.0
H -3.5679 0.1870 5.5731 0.0 0.0 0.0
H -4.7680 0.8429 4.4456 0.0 0.0 0.0
C 2.2452 -3.0944 2.7269 0.1 -0.1 0.0
C 1.2155 -3.7992 1.8587 0.0 0.1 0.1
O 1.6982 -4.9669 1.2270 0.0 0.0 -0.2
C 2.1248 -6.0062 2.0930 0.0 -0.1 0.1
C 1.0271 -6.5449 2.9943 -0.1 0.1 0.0
H 3.1629 -2.9172 2.1637 0.0 0.0 0.0
H 1.8527 -2.1369 3.0725 0.0 0.0 0.0
H 2.5048 -3.6822 3.6079 0.0 0.0 0.0
H 0.9174 -3.1349 1.0465 0.0 -0.1 -0.1
H 0.3092 -4.0163 2.4348 0.0 0.0 0.0
H 2.9862 -5.6813 2.6868 0.0 0.0 0.0
H 2.4782 -6.7994 1.4350 0.0 0.0 -0.1
H 0.7085 -5.8091 3.7347 0.0 0.0 0.0
H 1.3829 -7.4228 3.5330 0.0 0.0 0.0
H 0.1532 -6.8259 2.4054 0.0 0.0 0.0
```
Positions in Å, forces in eV/Å.

Here is what Löwdin gives for the atomic charges, in e: atom 1 (C): -0.04, atom 2 (C): -0.23, atom 3 (O): -0.12, atom 4 (C): -0.12, atom 5 (C): -0.14, atom 6 (N): 0.17, atom 7 (C): -0.01, atom 8 (C): 0.00, atom 9 (N): 0.02, atom 10 (C): -0.10, atom 11 (C): -0.23, atom 12 (N): 0.02, atom 13 (H): 0.08, atom 14 (H): 0.07, atom 15 (H): 0.08, atom 16 (H): 0.12, atom 17 (H): 0.10, atom 18 (H): 0.15, atom 19 (H): 0.12, atom 20 (H): 0.17, atom 21 (H): 0.13, atom 22 (H): 0.15, atom 23 (H): 0.11, atom 24 (H): 0.13, atom 25 (H): 0.10, atom 26 (H): 0.12, atom 27 (H): 0.08, atom 28 (H): 0.05, atom 29 (C): -0.07, atom 30 (C): -0.29, atom 31 (O): -0.19, atom 32 (C): -0.27, atom 33 (C): -0.07, atom 34 (H): 0.08, atom 35 (H): 0.08, atom 36 (H): 0.07, atom 37 (H): 0.10, atom 38 (H): 0.11, atom 39 (H): 0.11, atom 40 (H): 0.12, atom 41 (H): 0.07, atom 42 (H): 0.08, atom 43 (H): 0.08, atom 44 (C): -0.08, atom 45 (C): -0.28, atom 46 (O): -0.18, atom 47 (C): -0.29, atom 48 (C): -0.07, atom 49 (H): 0.08, atom 50 (H): 0.08, atom 51 (H): 0.07, atom 52 (H): 0.12, atom 53 (H): 0.11, atom 54 (H): 0.11, atom 55 (H): 0.11, atom 56 (H): 0.07, atom 57 (H): 0.08, atom 58 (H): 0.09, atom 59 (C): -0.07, atom 60 (C): -0.29, atom 61 (O): -0.16, atom 62 (C): -0.28, atom 63 (C): -0.08, atom 64 (H): 0.08, atom 65 (H): 0.07, atom 66 (H): 0.07, atom 67 (H): 0.09, atom 68 (H): 0.11, atom 69 (H): 0.11, atom 70 (H): 0.12, atom 71 (H): 0.07, atom 72 (H): 0.08, atom 73 (H): 0.08